1.
# C54H136N8O12

A cluster of 12 separate species, C54H136N8O12 in total (ωB97M-V with the def2-TZVPD basis set, the Open Molecules 2025 dataset).

The calculation puts the molecular weight at 1089.73 g mol⁻¹. As for the SMILES: CC1(C)CCCC(C)(C)N1O.CC1(C)CCCC(C)(C)N1O.COC[C@H](C)N.COC[C@H](C)N.COC[C@H](C)N.COC[C@H](C)N.COC[C@H](C)N.COC[C@H](C)N.CC(C)O.CC(C)O.CC(C)O.CC(C)O. The orbital gap comes out at 9.05 eV. Its charge is 0. The value obtained for the total energy is -3479.7438 a.u. Its lowest unoccupied orbital energy is 0.51 eV. As for the spin multiplicity: 1.

Structure (XYZ):
```
210
Properties=species:S:1:pos:R:3:lowdin_charge:R:1
C 4.077 0.866 2.317 -0.02
C 4.726 1.880 1.365 -0.50
C 4.239 3.283 1.691 -0.04
C 6.262 1.879 1.531 -0.12
C 6.946 0.634 0.898 -0.17
C 6.558 0.571 -0.536 -0.15
C 5.014 0.499 -0.743 -0.50
C 4.797 0.674 -2.261 -0.03
C 4.529 -0.896 -0.335 -0.02
N 4.428 1.675 -0.084 -0.06
O 3.018 1.515 -0.151 -0.08
H 3.029 0.709 2.065 0.08
H 4.570 -0.078 2.445 0.05
H 4.133 1.370 3.293 0.08
H 3.162 3.396 1.586 0.08
H 4.491 3.506 2.730 0.08
H 4.778 4.029 1.091 0.08
H 6.644 2.803 1.093 0.11
H 6.466 1.895 2.602 0.12
H 8.007 0.721 1.111 0.11
H 6.556 -0.277 1.371 0.10
H 6.873 -0.313 -1.086 0.12
H 6.914 1.483 -1.034 0.12
H 3.746 0.667 -2.553 0.07
H 5.201 -0.207 -2.788 0.09
H 5.315 1.536 -2.693 0.08
H 3.487 -1.077 -0.614 0.08
H 4.655 -1.121 0.733 0.05
H 5.150 -1.587 -0.911 0.09
H 2.778 2.228 -0.754 0.02
C 2.570 -9.890 -2.007 -0.03
C 1.753 -8.700 -2.479 -0.52
C 2.249 -8.189 -3.857 -0.02
C 0.299 -9.176 -2.582 -0.14
C -0.707 -8.035 -2.807 -0.20
C -0.499 -7.058 -1.718 -0.14
C 0.946 -6.504 -1.522 -0.54
C 1.242 -5.535 -2.642 -0.03
C 0.988 -5.825 -0.158 -0.03
N 1.791 -7.667 -1.399 -0.06
O 3.146 -7.164 -1.381 -0.04
H 2.069 -10.344 -1.146 0.09
H 2.486 -10.574 -2.859 0.09
H 3.617 -9.636 -1.858 0.08
H 1.652 -7.405 -4.322 0.06
H 3.304 -7.903 -3.945 0.09
H 2.096 -9.041 -4.520 0.08
H 0.205 -9.934 -3.401 0.13
H 0.008 -9.621 -1.614 0.12
H -0.613 -7.619 -3.810 0.10
H -1.686 -8.527 -2.833 0.12
H -0.756 -7.564 -0.797 0.12
H -1.203 -6.217 -1.824 0.12
H 0.675 -5.827 -3.530 0.07
H 2.276 -5.328 -2.881 0.09
H 0.753 -4.603 -2.352 0.08
H 1.990 -5.447 0.103 0.08
H 0.679 -6.602 0.542 0.08
H 0.230 -5.057 -0.207 0.07
H 3.701 -7.553 -0.710 0.09
C -1.284 5.391 1.928 -0.11
O -2.664 5.131 2.045 -0.20
C -3.155 4.913 3.380 -0.18
C -4.650 4.704 3.223 -0.43
C -5.480 5.885 2.755 -0.06
N -5.274 4.150 4.479 0.04
H -0.790 4.604 2.523 0.07
H -0.953 6.367 2.251 0.09
H -0.969 5.214 0.893 0.07
H -2.745 3.981 3.788 0.09
H -2.890 5.755 4.060 0.14
H -4.733 3.881 2.513 0.09
H -5.341 6.704 3.503 0.09
H -6.564 5.680 2.699 0.08
H -5.154 6.244 1.776 0.07
H -4.613 3.692 5.106 0.03
H -5.663 4.944 4.984 0.05
C -3.151 8.771 -3.432 -0.13
O -3.043 8.177 -2.204 -0.18
C -1.811 7.727 -1.771 -0.23
C -1.393 6.441 -2.491 -0.39
C -2.395 5.361 -2.267 -0.06
N -0.004 5.987 -2.010 0.07
H -3.120 8.069 -4.279 0.09
H -2.394 9.566 -3.544 0.10
H -4.130 9.261 -3.444 0.09
H -1.028 8.494 -1.945 0.13
H -1.869 7.483 -0.715 0.12
H -1.292 6.715 -3.563 0.14
H -2.577 5.235 -1.190 0.07
H -1.849 4.447 -2.546 0.07
H -3.352 5.456 -2.781 0.09
H 0.352 6.554 -1.263 0.06
H 0.655 6.103 -2.741 0.03
C -0.872 2.446 0.116 -0.06
O -1.182 1.247 -0.619 -0.20
C -0.254 0.193 -0.484 -0.21
C -0.438 -0.671 0.745 -0.40
C 0.712 -1.628 0.862 -0.06
N -1.739 -1.461 0.659 0.08
H -0.719 2.325 1.201 0.09
H -1.601 3.231 -0.070 0.06
H 0.117 2.811 -0.234 0.08
H -0.341 -0.405 -1.404 0.13
H 0.792 0.566 -0.485 0.11
H -0.413 0.011 1.617 0.13
H 0.902 -2.194 -0.037 0.08
H 0.576 -2.362 1.666 0.07
H 1.584 -1.008 1.103 0.07
H -2.538 -0.847 0.517 0.04
H -1.842 -1.975 1.539 0.04
C 5.549 5.090 -2.026 -0.09
O 4.257 5.583 -2.382 -0.21
C 3.340 4.951 -3.259 -0.19
C 2.802 3.728 -2.541 -0.46
C 1.844 2.947 -3.430 -0.03
N 2.378 3.932 -1.208 0.07
H 6.032 4.612 -2.898 0.09
H 5.567 4.310 -1.239 0.06
H 6.124 5.995 -1.725 0.10
H 2.588 5.752 -3.377 0.11
H 3.659 4.711 -4.289 0.13
H 3.729 3.148 -2.413 0.11
H 2.386 2.830 -4.374 0.09
H 0.830 3.358 -3.512 0.07
H 1.742 1.962 -2.982 0.07
H 3.017 4.399 -0.597 0.08
H 1.462 4.298 -1.118 0.04
C -3.663 -5.949 -4.266 -0.08
O -4.048 -5.063 -3.203 -0.18
C -3.266 -3.938 -3.194 -0.27
C -3.841 -2.937 -2.231 -0.41
C -5.229 -2.490 -2.678 -0.04
N -2.978 -1.740 -2.236 0.06
H -4.202 -6.900 -4.202 0.09
H -2.584 -6.122 -4.431 0.08
H -4.042 -5.405 -5.125 0.08
H -2.165 -4.144 -3.070 0.13
H -3.308 -3.406 -4.187 0.14
H -3.974 -3.414 -1.265 0.14
H -5.665 -1.928 -1.858 0.07
H -5.805 -3.404 -2.858 0.08
H -5.185 -1.806 -3.542 0.09
H -3.511 -1.017 -1.762 0.05
H -2.187 -1.977 -1.638 0.06
C 1.798 3.331 4.767 -0.09
O 0.815 2.465 5.279 -0.19
C -0.454 3.018 5.540 -0.20
C -1.444 1.906 5.962 -0.44
C -1.821 0.967 4.841 -0.06
N -2.687 2.509 6.375 0.03
H 2.059 4.094 5.487 0.09
H 1.435 3.803 3.860 0.07
H 2.657 2.714 4.504 0.07
H -0.339 3.670 6.418 0.13
H -0.761 3.655 4.723 0.09
H -0.861 1.358 6.711 0.14
H -1.035 0.327 4.462 0.07
H -2.132 1.553 3.962 0.07
H -2.636 0.321 5.137 0.07
H -2.573 3.171 7.141 0.08
H -3.340 1.786 6.682 0.09
C -1.326 1.611 -5.206 -0.06
C -2.147 0.829 -4.234 -0.49
C -3.577 1.391 -4.090 -0.05
O -2.258 -0.544 -4.675 -0.08
H -1.462 2.648 -4.906 0.07
H -1.668 1.432 -6.216 0.08
H -0.280 1.352 -5.098 0.07
H -1.687 0.909 -3.245 0.11
H -4.099 0.818 -3.313 0.06
H -4.110 1.215 -5.040 0.09
H -3.661 2.428 -3.829 0.05
H -2.529 -1.027 -3.881 0.01
C 5.465 -3.203 3.817 -0.07
C 3.944 -3.472 3.810 -0.44
C 3.526 -3.835 2.412 -0.06
O 3.666 -4.544 4.789 -0.05
H 5.787 -3.119 4.868 0.07
H 5.840 -2.287 3.317 0.07
H 6.104 -3.999 3.415 0.08
H 3.447 -2.531 4.103 0.13
H 2.467 -4.084 2.511 0.07
H 4.039 -4.701 2.038 0.08
H 3.644 -2.964 1.780 0.06
H 4.312 -4.524 5.476 0.05
C -2.065 -4.291 5.123 -0.04
C -2.050 -3.887 3.649 -0.49
C -2.282 -5.020 2.680 -0.07
O -3.010 -2.820 3.385 -0.08
H -1.333 -5.020 5.484 0.08
H -3.090 -4.621 5.328 0.08
H -1.971 -3.342 5.652 0.07
H -1.117 -3.474 3.280 0.11
H -3.270 -5.489 2.767 0.08
H -1.465 -5.746 2.742 0.09
H -2.246 -4.545 1.680 0.08
H -3.861 -3.255 3.239 0.09
C -5.162 1.059 1.691 -0.06
C -5.141 1.300 0.241 -0.48
C -4.971 2.796 -0.088 -0.03
O -4.117 0.510 -0.385 -0.09
H -5.270 -0.025 1.901 0.09
H -6.050 1.557 2.092 0.09
H -4.275 1.353 2.276 0.08
H -6.027 0.928 -0.258 0.13
H -5.722 3.303 0.516 0.08
H -5.063 2.948 -1.166 0.08
H -4.006 3.168 0.268 0.07
H -3.435 1.119 -0.708 0.06
```



2.
# C3H3NO2

An isolated molecule of C3H3NO2 (ωB97M-V with the def2-TZVPD basis set, the Open Molecules 2025 dataset).

The calculation puts the molecular weight at 85.06 g mol⁻¹. The orbital gap comes out at 8.82 eV. Its charge is 0. The value obtained for the total energy is -321.2569 a.u. Its lowest unoccupied orbital energy is 0.59 eV. As for the spin multiplicity: 1.

Structure (XYZ):
```
9
Properties=species:S:1:pos:R:3:lowdin_charge:R:1
C -1.280 -1.528 0.018 -0.16
C -2.159 0.477 -0.060 -0.33
C -0.133 -0.565 -0.027 -0.18
N -0.875 0.612 0.139 -0.02
O -1.360 -2.715 -0.047 0.10
O -3.135 1.124 0.007 0.12
H 0.483 -0.646 0.805 0.10
H 0.333 -0.612 -1.102 0.17
H -0.270 1.469 0.078 0.19
```



3.
# C8H11F3N3NiO9P2S

A structure of composition C8H11F3N3NiO9P2S (ωB97M-V with the def2-TZVPD basis set, the Open Molecules 2025 dataset).

The calculation puts the molecular weight at 502.89 g mol⁻¹. As for the expectation value of S²: 2.00. The orbital gap (alpha / beta) comes out at 7.58 / 7.56 eV. Its charge is -1. The value obtained for the total energy is -4042.0112 a.u. Its lowest unoccupied orbital energy (alpha / beta) is 2.59 / 2.59 eV. As for the spin multiplicity: 3.

Structure (XYZ):
```
38
Properties=species:S:1:pos:R:3:lowdin_charge:R:1
Ni -0.433 -0.592 0.795 0.69
F -2.643 4.911 0.004 0.12
C -1.386 4.885 0.478 -0.61
F -0.555 5.068 -0.556 0.12
F -1.265 6.003 1.247 0.09
C -1.082 3.648 1.281 -0.13
C -0.820 3.793 2.621 -0.02
C -0.533 2.678 3.406 -0.07
C -0.506 1.462 2.771 -0.13
N -0.746 1.301 1.466 -0.04
C -1.082 2.353 0.668 -0.68
S -1.524 2.105 -0.951 0.69
H -0.836 4.778 3.064 0.12
H -0.337 2.757 4.465 0.10
H -0.295 0.553 3.324 0.11
N 2.398 -2.882 -2.415 0.15
C 1.218 -2.344 -1.633 -0.49
C -0.073 -2.939 -2.171 -0.07
P 1.380 -0.494 -1.717 0.33
O 0.160 0.002 -2.593 -0.18
O 2.711 -0.306 -2.365 -0.31
O 1.177 0.004 -0.292 -0.36
P 1.549 -2.919 0.097 0.31
O 2.867 -2.085 0.500 -0.15
O 1.943 -4.343 -0.030 -0.31
O 0.367 -2.452 0.908 -0.31
H 3.051 -2.066 -2.478 0.11
H 2.117 -3.161 -3.352 0.15
H 2.765 -3.701 -1.910 0.13
H -0.221 -2.661 -3.217 0.08
H -0.921 -2.553 -1.609 0.06
H -0.063 -4.027 -2.068 0.09
H -0.414 0.620 -2.058 -0.06
H 2.643 -1.139 0.552 0.05
O -3.764 -2.124 0.985 0.07
N -2.689 -1.581 0.948 -0.53
O -2.135 -1.247 -0.151 -0.08
O -2.022 -1.301 1.986 -0.05
```



4.
# C5H16N3S

A cluster of 2 separate species, C5H16N3S in total (ωB97M-V with the def2-TZVPD basis set, the Open Molecules 2025 dataset).

The calculation puts the molecular weight at 150.27 g mol⁻¹. As for the expectation value of S²: 0.75. The orbital gap (alpha / beta) comes out at 11.45 / 6.80 eV. Its charge is +2. The value obtained for the total energy is -761.8900 a.u. Its lowest unoccupied orbital energy (alpha / beta) is -6.73 / -11.38 eV. As for the spin multiplicity: 2.

Structure (XYZ):
```
25
Properties=species:S:1:pos:R:3:lowdin_charge:R:1
C 1.039 1.832 0.730 -0.05
C -1.371 1.401 0.233 -0.42
N -0.169 1.991 -0.078 0.04
N -1.674 0.950 1.489 0.25
N -2.227 1.307 -0.772 0.22
H -0.106 2.379 -1.047 0.18
H -1.056 1.172 2.277 0.15
H -2.487 0.514 1.654 0.08
H -1.869 1.239 -1.711 0.13
H -3.215 1.282 -0.509 0.16
H 1.945 1.864 0.049 0.12
H 1.048 0.760 0.957 0.04
H 1.243 2.382 1.684 0.12
C 0.153 -1.332 -0.717 -0.43
C 0.226 -0.915 -2.165 -0.17
C 1.691 -2.318 1.349 -0.32
S 1.940 -1.667 -0.291 1.20
H -0.262 -0.657 0.006 0.03
H -0.514 -2.205 -0.550 0.13
H 0.866 -1.614 -2.809 0.11
H 0.621 0.071 -2.262 0.05
H 1.740 -3.426 1.418 0.10
H 2.506 -1.940 1.952 0.06
H 0.690 -2.109 1.837 0.09
H -0.757 -0.961 -2.723 0.11
```



5.
# C22H15FN7O11PdS

A structure of composition C22H15FN7O11PdS (ωB97M-V with the def2-TZVPD basis set, the Open Molecules 2025 dataset).

The calculation puts the molecular weight at 710.88 g mol⁻¹. The orbital gap comes out at 5.56 eV. Its charge is +1. The value obtained for the total energy is -2683.8359 a.u. Its lowest unoccupied orbital energy is -5.98 eV. As for the spin multiplicity: 1.

Structure (XYZ):
```
58
Properties=species:S:1:pos:R:3:lowdin_charge:R:1
Pd 0.000 -0.326 0.059 1.16
O 3.498 0.803 -1.026 0.15
C 2.352 0.994 -0.742 -0.49
O 1.471 0.011 -1.087 -0.18
C 1.871 2.243 -0.062 -0.05
C 2.804 3.259 0.038 0.10
C 2.454 4.459 0.634 -0.10
C 1.197 4.658 1.160 0.11
C 0.276 3.632 1.089 -0.03
C 0.571 2.417 0.445 -0.23
O -0.411 1.541 0.289 -0.20
N -1.024 3.855 1.740 -0.31
O -1.657 2.884 2.114 0.08
O -1.384 5.003 1.865 0.13
N 3.449 5.537 0.720 -0.35
O 4.534 5.328 0.222 0.10
O 3.111 6.556 1.282 0.10
H 3.800 3.109 -0.352 0.14
H 0.938 5.592 1.639 0.14
C -4.819 -0.616 -0.499 0.01
N -3.905 -1.722 -0.208 -0.09
C -4.253 -2.918 0.382 0.01
C -3.127 -3.634 0.534 0.01
N -2.079 -2.879 0.015 0.03
C -2.588 -1.700 -0.438 -0.60
S -1.865 -0.357 -1.232 0.90
C -0.723 -3.306 -0.002 -0.22
C -0.413 -4.639 0.195 0.03
C 0.907 -5.044 0.067 0.00
C 1.872 -4.117 -0.286 0.00
C 1.488 -2.801 -0.443 -0.05
N 0.217 -2.403 -0.281 0.03
H -5.821 -0.923 -0.215 0.11
H -4.803 -0.384 -1.561 0.10
H -4.523 0.260 0.076 0.11
H -5.269 -3.150 0.647 0.14
H -2.990 -4.602 0.972 0.13
H -1.180 -5.367 0.404 0.12
H 1.165 -6.082 0.224 0.13
H 2.908 -4.390 -0.421 0.13
H 2.195 -2.018 -0.684 0.12
F -4.595 1.156 3.939 0.10
C -3.299 1.353 4.191 -0.19
C -2.417 0.369 4.042 0.03
N -1.069 0.553 4.305 0.01
C -0.115 -0.500 3.999 -0.01
C 0.040 -0.566 2.499 -0.51
O -0.956 -0.947 1.782 -0.08
O 1.071 -0.155 1.906 0.03
C -0.568 1.778 4.753 -0.47
O 0.608 1.953 4.971 0.10
N -1.525 2.750 4.919 0.22
C -2.896 2.688 4.645 -0.41
O -3.625 3.630 4.790 0.14
H -2.716 -0.616 3.717 0.14
H -0.464 -1.455 4.393 0.15
H 0.842 -0.237 4.443 0.14
H -1.180 3.641 5.250 0.18
```



6.
# O4S3

A structure of composition O4S3 (ωB97M-V with the def2-TZVPD basis set, the Open Molecules 2025 dataset).

The calculation puts the molecular weight at 160.20 g mol⁻¹. The orbital gap comes out at 5.31 eV. Its charge is -2. The value obtained for the total energy is -1495.4961 a.u. Its lowest unoccupied orbital energy is 5.61 eV. As for the spin multiplicity: 1.

Structure (XYZ):
```
7
Properties=species:S:1:pos:R:3:lowdin_charge:R:1
O 2.108 1.403 0.070 -0.63
O -2.173 -1.651 -0.116 -0.66
O 1.896 -1.052 0.059 -0.62
O -0.057 0.422 -0.628 -0.70
S -3.275 0.930 0.075 -0.09
S 1.217 0.239 0.431 0.42
S -1.835 -0.340 0.452 0.27
```



What did the fourth record say?
# C5H16N3S

A cluster of 2 separate species, C5H16N3S in total (ωB97M-V with the def2-TZVPD basis set, the Open Molecules 2025 dataset).

The calculation puts the molecular weight at 150.27 g mol⁻¹. As for the expectation value of S²: 0.75. The orbital gap (alpha / beta) comes out at 11.45 / 6.80 eV. Its charge is +2. The value obtained for the total energy is -761.8900 a.u. Its lowest unoccupied orbital energy (alpha / beta) is -6.73 / -11.38 eV. As for the spin multiplicity: 2.

Structure (XYZ):
```
25
Properties=species:S:1:pos:R:3:lowdin_charge:R:1
C 1.039 1.832 0.730 -0.05
C -1.371 1.401 0.233 -0.42
N -0.169 1.991 -0.078 0.04
N -1.674 0.950 1.489 0.25
N -2.227 1.307 -0.772 0.22
H -0.106 2.379 -1.047 0.18
H -1.056 1.172 2.277 0.15
H -2.487 0.514 1.654 0.08
H -1.869 1.239 -1.711 0.13
H -3.215 1.282 -0.509 0.16
H 1.945 1.864 0.049 0.12
H 1.048 0.760 0.957 0.04
H 1.243 2.382 1.684 0.12
C 0.153 -1.332 -0.717 -0.43
C 0.226 -0.915 -2.165 -0.17
C 1.691 -2.318 1.349 -0.32
S 1.940 -1.667 -0.291 1.20
H -0.262 -0.657 0.006 0.03
H -0.514 -2.205 -0.550 0.13
H 0.866 -1.614 -2.809 0.11
H 0.621 0.071 -2.262 0.05
H 1.740 -3.426 1.418 0.10
H 2.506 -1.940 1.952 0.06
H 0.690 -2.109 1.837 0.09
H -0.757 -0.961 -2.723 0.11
```



Question: Among the records above, which one has the lowest molecular weight?
Answer: C3H3NO2